Formula: C7H11N
Source: the OMol25 dataset
Level of theory: the ωB97M-V functional and the def2-TZVPD basis

Positions of all 19 atoms, in Å:
1 N 0.259 0.243 0.741
2 C 1.333 -0.255 0.994
3 C -1.042 0.779 0.741
4 C 2.300 -0.231 -1.387
5 C -2.079 -0.127 1.353
6 C -0.958 0.929 -0.737
7 C 2.484 -0.579 0.091
8 C -3.185 -0.501 0.725
9 H -3.387 -0.179 -0.290
10 H 2.126 0.837 -1.524
11 H -3.925 -1.127 1.209
12 H 1.444 -0.754 -1.814
13 H -1.872 -0.450 2.369
14 H -0.543 1.830 -1.159
15 H -1.034 1.739 1.269
16 H 3.193 -0.511 -1.949
17 H 3.359 -0.074 0.511
18 H 2.688 -1.646 0.223
19 H -1.160 0.076 -1.365

Properties
Frontier orbital gap (alpha / beta) (eV): 7.7874 / 7.3202
E_HOMO (alpha / beta) (eV): -7.1 / -6.5

Formula: C7H11N
Source: the OMol25 dataset
Level of theory: the ωB97M-V functional and the def2-TZVPD basis

Positions of all 19 atoms, in Å:
1 N -2.055 -1.034 0.110
2 C 1.830 -0.893 0.365
3 C -0.822 -0.388 -0.022
4 C 0.476 1.288 0.120
5 C -0.822 0.947 -0.747
6 C 0.677 -0.953 -0.443
7 C -0.319 0.518 1.137
8 C 1.515 0.307 -0.525
9 H -0.867 0.941 -1.897
10 H 2.644 -1.702 0.398
11 H 0.703 2.422 0.257
12 H 1.748 -0.552 1.464
13 H 0.415 0.070 1.797
14 H 0.739 -1.438 -1.610
15 H -1.928 1.433 -0.432
16 H -0.981 1.374 1.714
17 H 1.951 1.127 -1.427
18 H -2.587 -1.123 -1.049
19 H -2.663 -0.265 0.709

Properties
Frontier orbital gap (eV): 9.9759
E_HOMO (eV): -9.0

Formula: C7H11N
Source: the OMol25 dataset
Level of theory: the ωB97M-V functional and the def2-TZVPD basis

Positions of all 19 atoms, in Å:
1 N 0.522 0.566 -1.214
2 C 0.998 1.279 -2.312
3 C -1.928 -1.081 1.459
4 C -1.223 -0.398 0.253
5 C -0.436 0.881 -0.058
6 C -0.455 -0.844 1.466
7 C 0.955 -1.122 0.765
8 C 1.013 0.330 0.096
9 H -0.959 1.791 0.013
10 H 1.835 0.950 0.343
11 H 1.599 -1.035 1.596
12 H -2.463 -2.059 1.213
13 H -0.283 -0.007 2.167
14 H 0.078 1.768 -2.790
15 H 1.600 2.169 -1.968
16 H -0.980 -1.190 -0.488
17 H 1.603 0.716 -2.970
18 H 0.979 -1.925 0.045
19 H -2.454 -0.791 2.385

Properties
Frontier orbital gap (eV): 9.2449
SMILES: CN1[C@H]2[C@@H]3C[C@H]3C[C@H]21
E_HOMO (eV): -8.1

Formula: C7H11N
Source: the OMol25 dataset
Level of theory: the ωB97M-V functional and the def2-TZVPD basis

Positions of all 19 atoms, in Å:
1 N 1.452 -1.407 -1.315
2 C -1.357 1.115 -1.144
3 C -0.563 -0.107 -0.823
4 C -1.165 0.256 1.483
5 C -0.905 0.838 0.187
6 C 1.213 -0.402 0.928
7 C 0.145 -0.542 1.885
8 C 0.882 -0.260 -0.613
9 H 1.292 -1.470 -2.358
10 H -1.244 -0.876 -0.827
11 H 0.018 1.372 0.427
12 H -1.830 -0.515 1.224
13 H 1.438 0.712 -0.793
14 H -0.932 2.040 -1.645
15 H 2.441 -1.106 -1.244
16 H 0.399 -0.623 2.899
17 H 2.285 -0.720 1.109
18 H -1.321 0.871 2.296
19 H -2.248 0.825 -1.675

Properties
Frontier orbital gap (eV): 10.0430
SMILES: N[C@@H]1C=CC[C@@H]2C[C@H]21
E_HOMO (eV): -9.0

Formula: C7H11N
Source: the OMol25 dataset
Level of theory: the ωB97M-V functional and the def2-TZVPD basis

Positions of all 19 atoms, in Å:
1 N -0.561 0.570 1.710
2 C -0.093 -1.010 0.178
3 C -0.144 0.794 -0.752
4 C 0.871 0.920 1.374
5 C 0.027 -0.039 -1.941
6 C -0.978 0.049 0.395
7 C 1.010 0.170 0.134
8 C -0.216 -1.355 -1.165
9 H 1.010 2.151 1.178
10 H -0.442 -0.275 2.539
11 H 0.610 -2.134 -1.302
12 H 1.979 -0.102 -0.405
13 H -0.792 0.055 -2.676
14 H -1.287 -1.744 -1.095
15 H -0.486 1.942 -0.769
16 H -2.078 0.096 0.380
17 H 0.958 0.010 -2.381
18 H 1.450 0.603 2.349
19 H 0.137 -1.773 0.871

Properties
Frontier orbital gap (eV): 9.7329
E_HOMO (eV): -8.7

Formula: C7H11N
Source: the OMol25 dataset
Level of theory: the ωB97M-V functional and the def2-TZVPD basis

Positions of all 19 atoms, in Å:
1 N 0.459 1.730 -0.966
2 C -1.680 -0.096 -1.550
3 C -0.033 0.104 2.005
4 C -0.146 0.551 0.672
5 C -0.588 -0.459 -0.546
6 C -0.213 1.854 0.123
7 C 0.710 0.317 -0.548
8 C 2.088 -0.236 -0.562
9 H -1.600 -0.990 -2.370
10 H -2.607 -0.271 -1.105
11 H -0.859 2.714 0.396
12 H 2.316 -0.233 -1.693
13 H -1.526 0.985 -1.870
14 H 2.172 -1.169 -0.042
15 H 0.223 0.849 2.769
16 H -0.425 -1.559 -0.303
17 H 0.700 -0.654 1.866
18 H 2.707 0.331 0.039
19 H -0.861 -0.378 2.352

Properties
Frontier orbital gap (eV): 9.4603
E_HOMO (eV): -8.5

Formula: C7H11N2
Source: the OMol25 dataset
Level of theory: the ωB97M-V functional and the def2-TZVPD basis

Positions of all 20 atoms, in Å:
1 N 1.859 1.057 0.298
2 N 1.566 -1.113 -0.291
3 C -0.567 0.122 0.033
4 C 3.162 0.576 0.100
5 C -1.068 1.160 0.953
6 C -0.825 0.336 -1.478
7 C 2.839 -0.688 -0.063
8 C 0.865 0.113 0.095
9 C -0.943 -1.391 0.437
10 H -0.593 2.176 0.916
11 H -0.788 -2.093 -0.394
12 H -2.149 1.195 0.737
13 H -0.597 -0.602 -2.142
14 H -0.992 0.680 2.042
15 H -1.879 0.493 -1.571
16 H 1.558 2.007 0.516
17 H -0.355 -1.719 1.278
18 H -2.020 -1.549 0.703
19 H 1.192 -2.088 -0.305
20 H -0.266 1.328 -1.863

Properties
Frontier orbital gap (alpha / beta) (eV): 7.1299 / 7.2735
SMILES: CC(C)(C)c1[nH]c#c[nH+]1
E_HOMO (alpha / beta) (eV): -14.2 / -14.3
Total charge: +1

Formula: C7H11N2
Source: the OMol25 dataset
Level of theory: the ωB97M-V functional and the def2-TZVPD basis

Positions of all 20 atoms, in Å:
1 N -1.784 1.020 0.350
2 N 0.515 2.047 -0.001
3 C 1.476 -0.136 -0.034
4 C -0.495 1.115 -0.531
5 C 0.160 -0.296 -0.354
6 C 1.576 1.360 0.116
7 C 2.574 -1.126 0.032
8 C -0.963 -1.237 -0.125
9 C -2.233 -0.344 -0.015
10 H -2.270 1.909 0.417
11 H -2.557 -0.086 -1.059
12 H -0.906 -1.913 0.807
13 H 3.300 -1.203 -0.829
14 H 2.165 -1.939 0.442
15 H -1.510 1.089 1.431
16 H -1.066 -1.906 -0.902
17 H 2.558 1.807 0.305
18 H -2.930 -0.748 0.685
19 H 3.206 -0.694 0.860
20 H -0.816 1.282 -1.597

Properties
Frontier orbital gap (eV): 9.3730
SMILES: CC1=C2CC[NH2+][C@H]2N=C1
E_HOMO (eV): -13.2
Total charge: +1

Formula: C7H11N2
Source: the OMol25 dataset
Level of theory: the ωB97M-V functional and the def2-TZVPD basis

Positions of all 20 atoms, in Å:
1 N -1.397 1.226 -0.758
2 N -2.227 -0.858 0.567
3 C 0.033 -0.809 -0.560
4 C -0.249 0.588 -0.073
5 C -0.830 -0.533 0.705
6 C 2.413 -0.507 -0.008
7 C 2.122 0.863 0.437
8 C 1.426 -1.252 -0.523
9 C 0.888 1.424 0.419
10 H -0.473 -0.848 1.676
11 H 3.518 -0.843 -0.054
12 H -1.661 2.161 -0.581
13 H -0.452 -1.196 -1.413
14 H -2.641 -1.099 1.459
15 H -2.202 0.503 -0.332
16 H -1.331 1.193 -1.759
17 H 2.971 1.471 0.673
18 H 0.884 2.468 0.925
19 H -2.440 -1.602 0.018
20 H 1.647 -2.350 -0.818

Properties
Frontier orbital gap (eV): 9.1861
SMILES: N[C@H]1[C@@H]2C=CC=C[C@]12[NH3+]
E_HOMO (eV): -12.3
Total charge: +1

Formula: C7H11N2O2S
Source: the OMol25 dataset
Level of theory: the ωB97M-V functional and the def2-TZVPD basis

Positions of all 23 atoms, in Å:
1 S -2.310 0.896 0.889
2 O 0.872 2.064 0.363
3 O 2.293 0.468 -0.614
4 N 0.872 -1.546 -0.043
5 N -1.539 -0.794 -0.815
6 C 1.408 0.961 -0.049
7 C 0.980 -2.846 0.561
8 C -1.128 -0.169 0.248
9 C -2.758 -0.471 -1.154
10 C 0.230 -0.429 0.717
11 C -3.316 0.557 -0.483
12 C 1.494 3.313 0.010
13 H 0.831 4.140 -0.223
14 H 2.048 3.271 -0.809
15 H 2.036 3.512 0.825
16 H 1.810 -1.250 -0.340
17 H 0.105 -1.707 -0.750
18 H -4.293 0.953 -0.752
19 H 0.149 -2.967 1.183
20 H 0.444 -0.493 1.816
21 H -3.147 -0.969 -1.945
22 H 1.685 -2.745 1.400
23 H 1.234 -3.749 -0.032

Properties
Frontier orbital gap (eV): 9.4694
E_HOMO (eV): -12.5
Total charge: +1

The records above yield energy relative to the best compared isomer or geometry (same formula, charge and spin) values of 123.32 176.54 148.58 115.70 114.79 97.80 177.18 75.64 67.37 32.78 kcal per mole, respectively.